## A
Computed, not measured: a single C3H6S2 molecule, with ωB97M-V/def2-TZVPD.

Cartesian coordinates (Å):
C1 2.764 -0.330 -0.261
C2 -0.406 -1.014 0.643
C3 -1.925 1.001 -0.349
S1 1.089 -0.136 -0.185
S2 -1.921 -0.855 -0.058
H1 3.251 0.568 0.236
H2 3.204 -1.256 -0.259
H3 -0.383 -1.911 1.196
H4 -2.911 1.337 -0.484
H5 -1.127 1.118 -1.089
H6 -1.635 1.478 0.610

## Properties
HOMO energy (alpha / beta): -7.84 / -7.63 eV
Kohn-Sham gap (alpha / beta): 7.48 / 7.10 eV
net charge: 0

## B
Computed, not measured: 2 unconnected molecules or ions with the total composition C3H6S2, with ωB97M-V/def2-TZVPD.

Cartesian coordinates (Å):
C1 -0.200 -0.128 1.071
C2 -0.635 -0.008 -0.104
C3 -1.507 0.592 -1.070
S1 2.684 -0.061 0.797
S2 2.124 -0.796 -0.936
H1 0.866 -0.252 1.240
H2 -0.738 0.035 1.943
H3 -2.400 1.028 -0.723
H4 -1.033 1.132 -1.936
H5 -1.992 -0.267 -1.600
H6 2.830 -1.275 1.318

## Properties
HOMO energy (alpha / beta): -7.88 / -8.09 eV
Kohn-Sham gap (alpha / beta): 6.88 / 7.95 eV
net charge: 0

Least stable of them? A.

## A
Computed, not measured: a single C4H7N3S molecule, with ωB97M-V/def2-TZVPD.

Cartesian coordinates (Å):
S1 2.946 -0.789 0.010
C1 2.554 0.765 -0.059
N1 1.289 1.252 0.057
C2 0.152 0.544 -0.014
N2 -0.979 1.173 0.028
C3 -1.989 0.098 -0.075
C4 -1.284 -1.294 0.132
N3 0.091 -0.858 -0.186
H1 3.288 1.628 -0.029
H2 1.301 2.329 0.086
H3 -2.721 0.113 0.721
H4 -2.468 0.150 -0.976
H5 -1.449 -1.744 1.060
H6 -1.725 -1.981 -0.669
H7 0.994 -1.386 -0.086

## Properties
HOMO energy: -8.31 eV
structure (SMILES): S=CNC1=NCCN1
Kohn-Sham gap: 8.39 eV
net charge: 0

## B
Computed, not measured: a single C4H7N3S molecule, with ωB97M-V/def2-TZVPD.

Cartesian coordinates (Å):
H1 1.658 2.664 -0.249
N1 1.828 1.659 -0.188
C1 0.784 0.926 -0.153
N2 -0.499 1.239 0.075
C2 -1.475 0.216 0.100
N3 -2.724 0.321 0.275
H2 -2.982 1.280 0.548
S1 -0.706 -1.303 -0.258
C3 1.017 -0.606 -0.344
C4 2.101 -1.101 0.609
H3 -0.723 2.182 0.294
H4 1.409 -0.808 -1.356
H5 1.780 -1.112 1.658
H6 2.913 -0.422 0.488
H7 2.444 -2.066 0.338

## Properties
HOMO energy: -9.28 eV
structure (SMILES): [H]/N=C1\N/C(=N\[H])S[C@@H]1C
Kohn-Sham gap: 9.92 eV
net charge: 0

Least stable of them? A.